Formula: CH6N2O2S
Source: the Open Molecules 2025 dataset
Level of theory: ωB97M-V with the def2-TZVPD basis set

Its energy relative to the best compared isomer or geometry (same formula, charge and spin) is 76.34 kJ/mol. The highest occupied orbital energy comes out at -9.729 eV. The HOMO-LUMO gap comes out at 9.1 eV. For the total energy, the calculation gives -699.82125 Ha.

Each line ends with the natural charge from an NBO analysis.
Atoms and positions in Å:
C 0.70877 0.69570 0.70391  0.094
N -0.84126 -2.99501 -0.82409  -0.964
N 1.13932 -0.64900 0.29801  -0.862
O -0.67826 0.73133 1.13337  -0.745
O -2.02933 -0.76660 -0.94250  -0.905
S -1.52763 -1.98219 -1.66463  1.470
H 1.31189 1.23522 1.45306  0.154
H 0.89859 1.48801 -0.15748  0.138
H -0.76296 -3.02609 0.18110  0.405
H 1.22010 -1.21751 1.13880  0.353
H 2.10760 -0.63009 -0.06892  0.365
H -1.27510 0.25917 0.58410  0.497

Formula: C5H12N2O
Source: the Open Molecules 2025 dataset
Level of theory: ωB97M-V with the def2-TZVPD basis set

Its energy relative to the best compared isomer or geometry (same formula, charge and spin) is 502.67 kJ/mol. The highest occupied orbital energy comes out at -6.304 eV. The HOMO-LUMO gap comes out at 6.9 eV. For the total energy, the calculation gives -382.31107 Ha.

Each line ends with the natural charge from an NBO analysis.
Atoms and positions in Å:
C -0.06577 -1.87789 -1.05746  -0.419
N 0.08461 -0.66474 -0.17931  -0.457
C -1.15308 0.16002 -0.01725  0.020
C -2.12752 -0.37138 0.78296  -0.705
H 0.34289 -0.97303 0.75734  0.420
H -1.39005 0.64274 -0.95499  0.217
H -0.86658 -2.48889 -0.65526  0.240
H 0.88146 -2.41507 -1.07667  0.214
H -0.31659 -1.52381 -2.05309  0.237
H -3.12873 0.03093 0.73653  0.217
H -1.87462 -0.94629 1.66818  0.182
C -0.08829 1.80133 0.78050  -0.923
C 1.17196 0.27575 -0.70290  0.846
N 2.31173 0.24009 0.07249  -0.852
O 1.10819 0.61403 -1.85560  -0.595
H 3.05472 0.79805 -0.32660  0.407
H 2.18331 0.42516 1.05837  0.402
H -1.01205 2.36842 0.87083  0.207
H 0.19557 1.44706 1.77981  0.163
H 0.68884 2.45753 0.37213  0.181

Q: The lowest highest occupied orbital energy belongs to which entry?
A: CH6N2O2S